Entry P
H24O12 | the ωB97M-V functional and the def2-TZVPD basis

Each atom is followed by the atoms it is bonded to, with distances in Å.
Atoms and positions in Å:
1 O -3.26607 0.71038 0.70926  H2 0.948, H3 0.962
2 H -2.96499 0.55787 -0.17702  O1 0.948
3 H -2.44746 0.66596 1.21197  O1 0.962
4 O -1.37989 -2.47495 0.44239  H5 0.952, H6 0.938
5 H -1.31264 -3.20750 -0.16220  O4 0.952
6 H -0.85463 -1.73352 0.20986  O4 0.938
7 O 0.86319 2.23413 1.50526  H8 0.929, H9 0.943
8 H 0.57631 2.93904 0.97197  O7 0.929
9 H 1.37899 2.63930 2.18263  O7 0.943
10 O 3.24196 1.10598 0.19930  H11 0.985, H12 0.977
11 H 3.55940 1.26080 1.11868  O10 0.985
12 H 2.53601 1.77766 0.12281  O10 0.977
13 O 0.94501 -1.01642 -4.19292  H14 0.971, H15 0.943
14 H 1.54481 -0.82149 -4.93141  O13 0.971
15 H 1.34709 -0.62918 -3.43271  O13 0.943
16 O 2.15409 -0.24169 -2.02252  H17 0.968, H18 1.006
17 H 3.06259 -0.44992 -2.28491  O16 0.968
18 H 2.28575 0.58263 -1.46053  O16 1.006
19 O -3.09997 -0.31918 -1.83521  H20 0.952, H21 0.934
20 H -2.41557 -0.97329 -1.73043  O19 0.952
21 H -3.77658 -0.88708 -2.13941  O19 0.934
22 O -1.32451 2.12005 -0.97192  H23 0.949, H24 0.966
23 H -0.99010 1.80685 -1.80339  O22 0.949
24 H -0.78472 1.57324 -0.38639  O22 0.966
25 O -0.85008 -1.67632 3.19414  H26 0.970, H27 0.955
26 H -1.53923 -2.05846 3.76042  O25 0.970
27 H -1.06670 -2.04751 2.34119  O25 0.955
28 O -0.17618 -0.13269 -0.00969  H29 0.958, H30 1.015
29 H 0.24867 -0.26810 -0.85741  O28 0.958
30 H 0.49708 -0.11600 0.74913  O28 1.015
31 O 2.23371 -1.17739 0.85715  H32 0.995, H33 0.988
32 H 2.03911 -1.41093 -0.09065  O31 0.995
33 H 2.57635 -0.26190 0.71599  O31 0.988
34 O -1.21065 0.84579 2.89880  H35 0.963, H36 0.970
35 H -0.48201 1.20599 2.38176  O34 0.963
36 H -1.14815 -0.12214 2.91602  O34 0.970

Results
* orbital gap: 8.586 eV
* molecular weight: 216.180 g mol⁻¹
* HOMO: -9.26 eV

Results of the Löwdin charge analysis, in e, for atoms 1 through 6: O -0.066; H -0.050; H -0.023; O -0.024; H 0.051; H -0.039


Entry Q
H24O12 | the ωB97M-V functional and the def2-TZVPD basis

Each atom is followed by the atoms it is bonded to, with distances in Å.
Atoms and positions in Å:
1 H 0.18432 -0.37350 -0.46289  O25 0.964
2 H 1.26548 -0.54706 -1.51693  O25 0.964
3 H -0.65209 2.52768 -0.33101  O26 0.964
4 H -1.98022 2.75537 0.37203  O26 0.964
5 H -1.13776 -1.72471 1.76965  O27 0.964
6 H -2.47333 -1.48595 1.08460  O27 0.964
7 H -0.21291 -3.93734 0.47684  O28 0.964
8 H 0.84975 -2.94451 0.03519  O28 0.964
9 H 2.74206 -1.59215 2.32564  O29 0.964
10 H 2.91963 -0.09710 2.11746  O29 0.964
11 H 3.64869 -1.52081 -1.19132  O30 0.964
12 H 3.58949 -2.25215 -2.52236  O30 0.964
13 H -2.73089 0.60221 2.96096  O31 0.964
14 H -1.98681 -0.62913 3.45104  O31 0.964
15 H -4.57171 -1.57333 -0.83670  O32 0.964
16 H -3.73163 -1.18363 -2.04187  O32 0.964
17 H -3.17431 1.46824 0.02022  O33 0.964
18 H -4.57902 2.04858 0.01323  O33 0.964
19 H 5.37208 0.82240 -2.04206  O34 0.964
20 H 6.10619 0.49834 -0.75127  O34 0.964
21 H -0.36239 1.29801 -3.75801  O35 0.964
22 H -1.21401 0.71319 -2.64322  O35 0.964
23 H 1.61641 3.47925 2.54190  O36 0.964
24 H 0.80242 3.11888 1.30998  O36 0.964
25 O 0.34597 -0.76590 -1.32826  H1 0.964, H2 0.964
26 O -1.30895 3.20935 -0.14978  H3 0.964, H4 0.964
27 O -2.06117 -2.00035 1.78782  H5 0.964, H6 0.964
28 O 0.59767 -3.50918 0.77451  H7 0.964, H8 0.964
29 O 3.21713 -0.82793 2.67098  H9 0.964, H10 0.964
30 O 3.44724 -1.38601 -2.12418  H11 0.964, H12 0.964
31 O -1.94357 0.33373 3.44783  H13 0.964, H14 0.964
32 O -4.48215 -1.73036 -1.78344  H15 0.964, H16 0.964
33 O -3.92674 1.63027 -0.55995  H17 0.964, H18 0.964
34 O 5.43994 1.09009 -1.11862  H19 0.964, H20 0.964
35 O -1.24164 0.94661 -3.57796  H21 0.964, H22 0.964
36 O 1.62684 3.53893 1.57996  H23 0.964, H24 0.964

Results
* orbital gap: 10.506 eV
* molecular weight: 216.180 g mol⁻¹
* HOMO: -11.45 eV

Results of the Löwdin charge analysis, in e, for atoms 1 through 6: H 0.031; H 0.023; H 0.027; H 0.009; H 0.028; H 0.033


Which structure is the least stable? The one labeled entry Q.